(1)
Formula: C18H52ClO12
Source: the Open Molecules 2025 dataset
Level of theory: the ωB97M-V functional and the def2-TZVPD basis

Calculated values
DFT total energy   -2079.376594 Eh
HOMO level   -0.2345 Eh
LUMO   2.90 eV
Total charge   -1
Energy above the lowest of the compared OMol25 structures with the same formula, charge and spin   1496.1 kJ/mol
Frontier orbital gap   9.28 eV

The geometry in XYZ format:
```
83
C18H52ClO12, DFT the ωB97M-V functional and the def2-TZVPD basis
Cl -11.1816 -8.2114 -21.8768
O -11.4591 -6.8208 -21.5952
O -11.9251 -8.5494 -23.0847
O -9.7275 -8.3457 -22.0579
O -11.6488 -8.9835 -20.7409
O -10.3074 -11.0595 -19.3647
H -10.4632 -10.3909 -20.0317
H -11.1651 -11.4595 -19.2210
O -10.7483 -8.2409 -18.5304
H -10.8566 -7.2913 -18.4792
H -10.9667 -8.4589 -19.4365
C -13.6855 -5.0930 -22.2827
C -14.2829 -5.6511 -23.5772
C -13.2976 -6.1593 -24.5415
O -15.0201 -6.7650 -23.1116
H -14.4210 -5.0605 -21.4789
H -13.2011 -4.1258 -22.4163
H -12.8905 -5.7530 -21.9357
H -14.9960 -4.9608 -24.0278
H -12.9546 -5.2888 -25.1007
H -13.8014 -6.7477 -25.3084
H -12.4388 -6.6896 -24.1300
H -14.3733 -7.3479 -22.7073
C -7.7623 -10.2786 -24.7822
C -8.4417 -9.9012 -23.3775
C -8.0980 -10.8001 -22.2541
O -8.1048 -8.5884 -23.0497
H -8.1974 -9.6661 -25.5719
H -7.9243 -11.3426 -24.9548
H -6.6882 -10.1156 -24.6927
H -9.5108 -10.0241 -23.5509
H -8.7153 -10.5560 -21.3895
H -7.0711 -10.7566 -21.8912
H -8.3746 -11.8031 -22.5788
H -8.8477 -8.1752 -22.6036
C -9.7356 -7.3398 -24.6221
C -10.9598 -7.7483 -25.4679
C -10.6903 -7.6901 -26.9677
O -11.4237 -9.0241 -24.9953
H -9.9924 -7.2524 -23.5664
H -9.2539 -6.3789 -24.8030
H -9.0208 -8.1625 -24.6029
H -11.7206 -6.9794 -25.3337
H -11.5818 -7.8626 -27.5706
H -9.9134 -8.3808 -27.2957
H -10.3079 -6.6850 -27.1459
H -11.6313 -8.9384 -24.0619
C -7.8513 -5.8713 -21.4325
C -8.5600 -6.0278 -20.0973
C -8.4672 -4.7818 -19.2152
O -9.8823 -6.2932 -20.3179
H -6.7903 -5.6592 -21.3007
H -8.2393 -5.0697 -22.0610
H -7.9107 -6.7853 -22.0235
H -8.1884 -6.9677 -19.6891
H -9.1856 -4.8231 -18.3965
H -8.7125 -3.8881 -19.7890
H -7.5046 -4.5359 -18.7667
H -9.9409 -6.9127 -21.0489
C -14.8745 -6.7943 -20.5148
C -14.1969 -8.1768 -20.4183
C -13.4071 -8.4370 -19.1638
O -15.2091 -9.2141 -20.3504
H -15.5358 -6.4916 -19.7030
H -15.2408 -6.5495 -21.5118
H -14.0433 -6.0892 -20.4983
H -13.4533 -8.2352 -21.2131
H -13.0492 -9.4504 -18.9821
H -14.0453 -8.1774 -18.3191
H -12.4916 -7.8455 -19.1499
H -14.7350 -10.0339 -20.5077
C -14.5586 -8.8884 -23.1744
C -14.3874 -10.3951 -23.2126
C -13.9815 -10.8730 -24.6488
O -13.4388 -10.6894 -22.2387
H -15.3792 -8.4973 -23.7758
H -13.6219 -8.4396 -23.5051
H -14.7434 -8.4424 -22.1971
H -15.3355 -10.8267 -22.8916
H -13.1836 -10.2232 -25.0085
H -14.8012 -10.8915 -25.3670
H -13.4649 -11.8309 -24.5889
H -12.5808 -10.2862 -22.3902
```

(2)
Formula: C18H53CrO9
Source: the Open Molecules 2025 dataset
Level of theory: the ωB97M-V functional and the def2-TZVPD basis

Calculated values
DFT total energy   -2438.782955 Eh
HOMO level (alpha / beta)   -0.4090 / -0.4089 Eh
LUMO (alpha / beta)   -4.69 / -4.33 eV
Total charge   +1
Energy above the lowest of the compared OMol25 structures with the same formula, charge and spin   136.2 kJ/mol
2S+1   5
<S²>   6.0094
Frontier orbital gap (alpha / beta)   6.44 / 6.80 eV

The geometry in XYZ format:
```
81
C18H53CrO9, DFT the ωB97M-V functional and the def2-TZVPD basis
Cr 0.7269 0.5525 -3.4522
C -1.9477 0.4806 -0.1029
C -0.5922 -0.0626 -0.0886
O 0.1455 0.1936 -1.2642
H -1.8963 1.5620 0.0236
H -2.4110 0.0260 0.7727
H -2.5891 0.4023 -0.9807
H -0.6691 -1.1496 -0.0636
H -0.1434 0.1507 0.8815
C 0.6638 -3.0315 1.7365
C 0.7959 -3.4911 3.1829
O 2.0950 -3.6835 3.6627
H 1.3628 -2.2680 1.3950
H -0.3867 -2.7769 1.5962
H 0.8320 -3.8564 1.0442
H 0.3480 -4.4825 3.2506
H 0.1963 -2.8664 3.8449
H 2.0330 -4.0238 4.5583
C 0.0758 0.5774 4.4402
C -0.3848 1.6761 3.4616
O -0.3953 2.8627 4.2122
H -0.0014 -0.3637 3.8956
H -0.7142 0.4258 5.1758
H 0.9734 0.7104 5.0440
H -1.3419 1.3663 3.0420
H 0.2953 1.6775 2.6099
H -0.7829 2.7380 5.0815
C 4.6200 2.1108 -4.1093
C 4.2284 0.9331 -3.1564
O 2.8674 1.0514 -2.7220
H 4.0583 2.1977 -5.0394
H 5.6518 2.0293 -4.4510
H 4.5902 3.0625 -3.5787
H 4.9450 0.9236 -2.3351
H 4.2848 -0.0231 -3.6766
H 2.8423 0.9920 -1.7642
C -2.5832 -1.8511 -3.6783
C -2.6618 -0.3297 -3.9230
O -1.3071 0.0308 -4.2151
H -2.1003 -2.2845 -4.5541
H -3.6208 -2.1355 -3.5036
H -1.9285 -2.0108 -2.8216
H -2.9670 0.1982 -3.0195
H -3.2469 -0.1435 -4.8236
H -1.0859 -0.4824 -4.9956
C 4.2929 -0.0650 2.3985
C 2.9020 0.2637 1.8548
O 2.6848 0.3150 0.4772
H 4.5232 0.3542 3.3780
H 4.9702 0.4488 1.7164
H 4.5857 -1.1137 2.4488
H 2.6915 1.2997 2.1201
H 2.2182 -0.2845 2.5029
H 1.7733 0.1529 0.2232
C -5.0234 -0.8020 -0.0417
C -6.2166 -1.8122 0.2363
O -5.9118 -3.1574 0.6644
H -4.3342 -1.1082 -0.8287
H -4.4628 -0.6729 0.8842
H -5.3954 0.2040 -0.2359
H -6.5841 -1.9053 -0.7857
H -6.9738 -1.5050 0.9576
H -5.7605 -3.6289 -0.1580
C 2.5835 -2.3196 -2.0483
C 1.3266 -2.6987 -2.8863
O 1.1249 -1.5544 -3.7401
H 2.7793 -2.9954 -1.2158
H 2.4949 -1.3008 -1.6710
H 3.6132 -2.4297 -2.3883
H 0.3948 -2.9028 -2.3590
H 1.4788 -3.6939 -3.3042
H 1.5465 -1.7416 -4.5820
C -1.9306 4.6942 1.8224
C -0.4377 5.2988 1.9189
O -0.1228 6.1349 0.8648
H -2.1175 4.1216 0.9139
H -2.5692 5.5771 1.8506
H -2.2028 4.0945 2.6910
H 0.2729 4.4772 2.0090
H -0.3922 5.7379 2.9155
H -0.6962 6.9025 0.8037
```

(3)
Formula: C18H53N13O11Zn
Source: the Open Molecules 2025 dataset
Level of theory: the ωB97M-V functional and the def2-TZVPD basis

Calculated values
DFT total energy   -4036.513293 Eh
HOMO level   -0.3268 Eh
LUMO   -1.02 eV
Energy above the lowest of the compared OMol25 structures with the same formula, charge and spin   0.0 kJ/mol
Frontier orbital gap   7.88 eV

The geometry in XYZ format:
```
96
C18H53N13O11Zn, DFT the ωB97M-V functional and the def2-TZVPD basis
Zn -1.6684 1.0943 0.1227
C 0.6265 0.2004 -0.1737
O 0.2532 1.0100 0.6628
O -0.3073 0.0342 -0.9266
O 1.7627 -0.1781 -0.3899
C 2.3458 0.4158 -3.7776
O 2.8810 0.5337 -4.8473
N 1.2136 -0.1969 -3.5694
N 2.9077 0.7422 -2.6461
H 0.7949 -0.5670 -4.4107
H 0.7759 -0.2366 -2.6600
H 3.8109 1.1665 -2.4903
H 2.3910 0.3818 -1.8566
C 0.4990 1.4110 4.8224
O 0.0017 1.8451 5.8743
N 1.3741 2.0448 4.1031
N 0.0425 0.3555 4.2257
H 1.6264 2.9402 4.4965
H 1.7408 1.6027 3.2724
H -0.7112 -0.1941 4.6129
H 0.5662 0.1280 3.3926
C -3.5277 0.6855 -2.4712
O -3.0947 0.6683 -1.3020
N -4.7754 0.8175 -2.9142
N -2.7423 0.5231 -3.4710
H -5.4185 1.1661 -2.2179
H -4.8150 1.0830 -3.8879
H -3.1230 0.5466 -4.4062
H -1.8077 0.2019 -3.2623
C 1.3798 -3.5219 0.9208
O 1.4323 -4.6356 1.2989
N 1.5469 -3.2712 -0.3353
N 1.1271 -2.5003 1.6317
H 1.5942 -2.3395 -0.7223
H 1.8120 -4.0563 -0.9127
H 1.3182 -1.6248 1.1658
H 1.1098 -2.5709 2.6391
C 2.4126 3.8973 0.3448
O 2.9808 4.9519 0.2508
N 1.4306 3.5378 1.0511
N 2.8345 2.8170 -0.2257
H 0.8830 4.1763 1.6102
H 1.0196 2.6186 0.9721
H 3.6621 2.8772 -0.8014
H 2.2620 1.9880 -0.2970
C -2.3671 -4.8860 -0.8142
C -2.3145 -3.8012 -1.7841
C -3.7453 -3.2004 -2.2312
O -4.4338 -4.3777 -2.7713
C -5.8563 -4.1862 -2.9486
N -1.5282 -2.7337 -1.2234
H -2.9385 -4.5529 0.0522
H -1.3622 -5.1397 -0.4768
H -2.9186 -5.7925 -1.0635
H -1.8400 -4.0876 -2.7227
H -3.6652 -2.4187 -2.9865
H -4.3348 -2.7635 -1.4251
H -6.0710 -3.2531 -3.4696
H -6.3602 -4.0777 -1.9882
H -6.3501 -4.9778 -3.5120
H -0.6293 -2.9191 -0.8019
H -1.2157 -2.0500 -1.8980
C 4.8282 0.5901 3.4039
C 4.2684 -0.1004 2.1359
C 4.2465 -1.5907 2.1801
O 5.5789 -2.1184 2.0202
C 5.5315 -3.5193 1.8155
N 2.9593 0.4175 2.0049
H 4.2364 0.3861 4.2962
H 4.9595 1.6577 3.2274
H 5.8378 0.2178 3.5777
H 4.9197 0.1975 1.3143
H 3.6119 -1.9027 1.3506
H 3.9400 -1.8842 3.1841
H 4.6911 -3.8495 1.2050
H 5.4139 -4.0932 2.7347
H 6.4133 -3.9193 1.3149
H 3.0080 1.4064 1.8054
H 2.6914 0.1217 1.0771
C -3.9428 4.4199 1.4012
C -3.2409 3.2991 0.6776
C -2.3132 3.8310 -0.4917
O -1.4632 2.7852 -0.9752
C -0.6626 3.1163 -2.1010
N -2.4215 2.4802 1.5266
H -4.5361 4.9996 0.6940
H -3.3838 5.1245 2.0170
H -4.7324 4.0550 2.0581
H -3.9930 2.6258 0.2664
H -1.7232 4.6671 -0.1163
H -3.0690 4.1724 -1.1990
H 0.0101 3.9328 -1.8386
H -1.3446 3.4287 -2.8919
H 0.0027 2.3032 -2.3914
H -1.8232 3.1637 1.9682
H -2.9972 2.2274 2.3170
```

(4)
Formula: C18H54AgBCuF4N9O3P3
Source: the Open Molecules 2025 dataset
Level of theory: the ωB97M-V functional and the def2-TZVPD basis

Calculated values
DFT total energy   -4672.724106 Eh
HOMO level   -0.3701 Eh
LUMO   -4.83 eV
Total charge   +1
Frontier orbital gap   5.24 eV

The geometry in XYZ format:
```
94
C18H54AgBCuF4N9O3P3, DFT the ωB97M-V functional and the def2-TZVPD basis
Cu -1.4517 -2.1180 -0.8166
Ag -3.3878 -3.3949 2.0982
B -0.7939 -1.9470 2.0282
F -1.1298 -3.1435 1.4078
F -2.0927 -1.5623 2.6073
F 0.0961 -1.9147 3.0591
F -0.4513 -0.9875 1.0636
O 0.1758 -3.1870 -1.3563
P 1.4807 -3.7561 -1.8073
N 1.6400 -4.9398 -3.0137
C 1.0891 -6.2965 -2.6695
C 1.4123 -4.5301 -4.3804
N 2.2130 -4.5702 -0.5350
C 2.1716 -3.8215 0.7258
C 3.4992 -5.2902 -0.7815
N 2.3160 -2.4883 -2.4492
C 1.6570 -1.1742 -2.6530
C 3.7179 -2.6225 -2.8605
H 0.0150 -6.4299 -2.8686
H 1.2173 -6.5026 -1.6174
H 1.6008 -7.0659 -3.2485
H 0.3753 -4.4562 -4.7044
H 1.9766 -5.2471 -4.9850
H 1.7709 -3.5203 -4.4783
H 2.9922 -3.1193 0.8373
H 1.2581 -3.2544 0.7892
H 2.2682 -4.4763 1.5922
H 4.3521 -4.7257 -0.4002
H 3.4992 -6.1937 -0.1972
H 3.6074 -5.4812 -1.8510
H 1.8676 -0.8433 -3.6601
H 0.5986 -1.3437 -2.5562
H 2.0464 -0.3688 -2.0387
H 3.9189 -2.1680 -3.8296
H 3.9008 -3.6899 -2.8934
H 4.3927 -2.0079 -2.2818
O 1.0118 4.6335 2.3545
P 1.1678 3.4273 3.1718
N 1.8168 2.1780 2.2286
C 2.6376 2.6431 1.0865
C 2.1701 0.8715 2.7920
N -0.1850 2.5919 3.7650
C -1.1542 2.1363 2.7266
C -0.8859 3.1358 4.9365
N 1.9871 3.7994 4.5704
C 2.5561 2.7640 5.4533
C 2.2684 5.2102 4.8115
H 2.3662 2.1799 0.1395
H 3.6884 2.4008 1.2413
H 2.4721 3.7022 0.9236
H 3.2519 0.8396 2.9135
H 1.7603 0.0387 2.2079
H 1.7316 0.7097 3.7612
H -1.6444 3.0053 2.2713
H -0.6786 1.4412 2.0480
H -1.9377 1.5339 3.1962
H -0.2319 3.5609 5.6939
H -1.5362 3.9841 4.6688
H -1.5082 2.4394 5.4981
H 2.5130 3.1554 6.4632
H 2.0053 1.8446 5.3510
H 3.5812 2.5941 5.1150
H 1.8048 5.6218 5.7086
H 1.7869 5.7825 4.0365
H 3.3399 5.3415 4.7206
O -2.3043 -0.4830 -1.3470
P -2.7275 0.8893 -1.7645
N -1.7368 2.1368 -2.2669
C -1.3629 2.4078 -3.6592
C -0.8213 2.7108 -1.2493
N -3.4050 1.5694 -0.4233
C -3.8477 0.5145 0.5576
C -3.8559 2.9709 -0.3031
N -3.7474 0.7458 -3.1166
C -4.7923 1.7510 -3.3504
C -4.0525 -0.5895 -3.6447
H -0.7647 3.3069 -3.7269
H -2.2673 2.7431 -4.1391
H -0.8901 1.5737 -4.1722
H -0.8042 3.7900 -1.4028
H 0.2128 2.3741 -1.2141
H -1.1593 2.5250 -0.2489
H -4.3130 -0.2602 -0.0204
H -3.0733 0.1972 1.2392
H -4.6391 0.8373 1.2104
H -3.2946 3.6382 -0.9451
H -4.9445 3.0859 -0.3740
H -3.6648 3.3492 0.7052
H -5.0234 1.8803 -4.4128
H -5.7140 1.5321 -2.7896
H -4.5279 2.7535 -3.0053
H -3.2430 -1.2923 -3.4538
H -4.2959 -0.5747 -4.7063
H -4.9146 -1.0111 -3.1063
```